ORCA calculation (the ωB97M-V functional and the def2-TZVPD basis) on a cluster of 2 separate species, C5H11O6S2 in total.

For the highest occupied orbital energy, the calculation gives -3.8 eV. As for the spin multiplicity: 1. As for the total charge: -1. The HOMO-LUMO gap is 6.909 eV.

Geometry as XYZ:
```
24
C5H11O6S2 (the ωB97M-V functional and the def2-TZVPD basis)
O -0.68 -3.19 1.24
S -1.24 -2.55 0.08
O -0.97 -3.07 -1.23
C -0.97 -0.80 0.16
C -0.42 -0.13 -1.09
C -0.42 1.38 -0.85
C 0.80 1.91 -0.08
C 1.65 0.83 0.58
S 2.13 -0.45 -0.57
O 2.31 -1.69 0.12
O 3.20 0.07 -1.37
O 0.88 -0.60 -1.54
H -2.59 -2.60 0.23
H -0.44 -0.58 1.08
H -1.95 -0.35 0.34
H -1.09 -0.34 -1.91
H -1.33 1.60 -0.30
H -0.47 1.91 -1.81
H 1.44 2.50 -0.73
H 0.44 2.57 0.71
H 2.62 1.25 0.86
H 1.17 0.40 1.45
O -1.80 1.06 1.90
H -2.25 0.86 2.73
```

=====

ORCA calculation (the ωB97M-V functional and the def2-TZVPD basis) on a cluster of 2 separate species, C5H11OS in total.

For the highest occupied orbital energy, the calculation gives -15.0 eV. As for the spin multiplicity: 1. As for the total charge: +1. The HOMO-LUMO gap is 9.321 eV.

Geometry as XYZ:
```
18
C5H11OS (the ωB97M-V functional and the def2-TZVPD basis)
C -1.52 -0.13 0.67
C -1.30 -1.33 -0.27
C -0.26 0.23 1.31
C -0.25 -0.74 -1.23
C 1.90 1.33 -0.36
O 2.00 -1.12 0.27
S 0.97 -0.13 -0.08
H -1.97 0.69 0.10
H -2.17 -0.47 1.54
H -1.05 -2.24 0.29
H -2.18 -1.50 -0.74
H 0.02 1.31 1.44
H 0.18 -0.36 2.19
H 0.24 -1.27 -2.11
H -1.18 0.93 -1.78
H 1.64 2.18 0.19
H 1.98 1.57 -1.46
H 2.95 1.04 0.05
```

=====

ORCA calculation (the ωB97M-V functional and the def2-TZVPD basis) on a cluster of 2 separate species, C5H11P in total.

For the highest occupied orbital energy (spin up / spin down), the calculation gives -8.0 / -8.0 eV. As for the spin multiplicity: 1. The HOMO-LUMO gap (spin up / spin down) is 7.108 / 7.110 eV.

Geometry as XYZ:
```
17
C5H11P (the ωB97M-V functional and the def2-TZVPD basis)
C 2.08 -0.82 1.09
C 1.97 -1.86 0.29
C 3.19 -2.42 -0.37
C -3.08 2.34 -0.41
C -2.91 0.99 0.38
P -3.20 -0.72 -0.17
H 3.10 -0.62 1.51
H 1.29 -0.40 1.61
H 1.15 -2.38 -0.13
H 3.36 -2.05 -1.44
H 3.16 -3.52 -0.39
H 4.19 -2.26 0.07
H -2.69 3.22 0.20
H -2.30 2.35 -1.19
H -4.16 2.54 -0.64
H -3.31 1.12 1.33
H -1.83 0.92 0.64
```

=====

ORCA calculation (the ωB97M-V functional and the def2-TZVPD basis) on an isolated molecule of C5H11P.

For the highest occupied orbital energy, the calculation gives -8.5 eV. As for the spin multiplicity: 1. The SMILES is C/C=C\P(C)C. The HOMO-LUMO gap is 9.670 eV.

Geometry as XYZ:
```
17
C5H11P (the ωB97M-V functional and the def2-TZVPD basis)
C 0.64 0.06 -0.68
C 0.39 0.41 -1.89
C -0.73 1.08 -2.58
C 0.62 0.96 2.01
C -0.53 -1.55 1.44
P -0.54 0.27 0.77
H 1.41 -0.52 -0.32
H 1.15 0.00 -2.77
H -0.47 1.49 -3.54
H -1.42 1.68 -2.02
H -1.48 0.30 -2.70
H 1.40 0.17 2.41
H 0.97 1.90 1.62
H -0.04 1.13 2.87
H -1.29 -1.72 2.25
H -0.65 -2.29 0.63
H 0.28 -1.86 1.94
```

=====

ORCA calculation (the ωB97M-V functional and the def2-TZVPD basis) on an isolated molecule of C5H12.

For the highest occupied orbital energy, the calculation gives -11.0 eV. As for the spin multiplicity: 1. The SMILES is CCC(C)C. The HOMO-LUMO gap is 12.169 eV.

Geometry as XYZ:
```
17
C5H12 (the ωB97M-V functional and the def2-TZVPD basis)
C 0.24 -1.72 0.76
C 1.03 -0.47 0.34
C 0.19 0.78 -0.02
C -1.23 0.76 0.56
C 0.11 0.96 -1.53
H 0.83 -2.61 0.52
H -0.02 -1.74 1.82
H -0.65 -1.84 0.15
H 1.76 -0.21 1.11
H 1.58 -0.76 -0.55
H 0.67 1.66 0.42
H -1.71 1.73 0.50
H -1.21 0.47 1.62
H -1.83 -0.01 0.07
H -0.36 1.91 -1.81
H -0.49 0.15 -1.97
H 1.09 0.92 -2.01
```

=====

ORCA calculation (the ωB97M-V functional and the def2-TZVPD basis) on a structure of composition C5H12AgN6O9.

For the highest occupied orbital energy (spin up / spin down), the calculation gives 1.5 / 1.0 eV. As for the spin multiplicity: 2. As for the total charge: -2. The HOMO-LUMO gap (spin up / spin down) is 2.320 / 2.751 eV.

Geometry as XYZ:
```
33
C5H12AgN6O9 (the ωB97M-V functional and the def2-TZVPD basis)
Ag -15.54 -22.17 -7.63
C -11.60 -21.75 -6.33
O -12.14 -20.98 -7.13
O -10.40 -21.72 -6.07
O -12.45 -22.49 -5.84
C -18.57 -19.83 -9.54
O -17.52 -19.32 -9.20
O -18.67 -21.00 -9.11
O -19.37 -19.30 -10.28
C -14.23 -24.18 -12.68
O -14.37 -23.51 -11.66
N -15.14 -24.76 -13.30
N -13.15 -24.62 -13.09
H -16.10 -24.92 -13.01
H -14.74 -25.40 -13.97
H -13.18 -25.05 -14.00
H -12.31 -24.28 -12.63
C -16.23 -19.72 -2.77
O -16.52 -20.27 -3.83
N -14.99 -19.66 -2.32
N -16.94 -18.95 -2.04
H -14.22 -20.19 -2.70
H -14.73 -18.81 -1.85
H -16.73 -18.49 -1.17
H -17.91 -19.05 -2.31
C -15.23 -27.16 -7.99
O -15.95 -26.25 -7.70
N -15.67 -28.19 -8.73
N -13.93 -27.24 -7.69
H -14.98 -28.81 -9.14
H -16.56 -27.99 -9.15
H -13.44 -28.12 -7.67
H -13.61 -26.52 -7.06
```

=====

Which E_tot belongs to each record? In order, -1444.90599 -670.07198 -538.29430 -538.37917 -197.69593 -1350.22976 a.u..
Which ΔE to the lowest compared entry with this formula, charge and spin belongs to each record? In order, 0.00 108.40 82.75 29.50 8.29 157.41 kcal/mol.